DFT (ωB97M-V/def2-TZVPD) results for a structure of composition C8H34N2O8 in a non-equilibrium geometry.

The calculation puts the relative energy (zero: lowest compared OMol25 entry of this formula, charge and spin) at 311.0 kcal/mol. The HOMO-LUMO gap is 9.06 eV. The value obtained for the total energy is -1036.12154 hartree. The calculation puts the HOMO energy at -8.77 eV. The strongest force on any atom is 11.883 eV/Å.

Geometry (Å):
H (-4.8002, -2.7806, -0.9441)
C (-0.5217, 2.5038, 0.1562)
H (2.0718, -0.7219, 0.2489)
O (-2.7618, -2.0996, -0.9033)
H (-1.3590, -3.5616, -1.0901)
H (0.6254, -0.9275, 0.6671)
C (-1.5268, -2.5236, -1.3775)
H (-0.2163, 1.4991, 0.4485)
O (2.8719, -0.9961, -0.1993)
H (1.7599, -1.1886, -1.3309)
C (-1.4669, 1.8663, -1.9595)
O (1.0964, -0.1212, 0.4566)
H (-0.0165, -2.3668, 1.7309)
H (2.7671, -0.6755, -1.0951)
O (0.2150, -1.6694, 2.3443)
H (2.1034, 2.3285, 0.0213)
H (-0.8645, 4.3009, 2.2687)
H (0.7658, 0.5209, 1.0849)
H (0.7699, -1.9555, -2.5736)
H (2.1122, 2.2513, 1.6524)
O (-0.5198, 2.6222, -1.2850)
C (1.8972, 2.9798, 0.8706)
O (1.1316, 1.2886, -2.0667)
C (0.9556, -1.9045, -1.5008)
H (2.7377, -1.5041, 1.0349)
H (1.3224, -2.8420, -1.0829)
O (2.2401, -1.9789, 1.7006)
N (-0.3839, -1.3336, 0.4098)
H (-1.1373, 1.6792, -2.9815)
H (-3.5693, -3.9278, -0.4544)
H (-1.5929, 0.8964, -1.4785)
H (-0.8600, 1.5274, 2.8712)
H (2.3702, -2.9022, 1.4844)
H (-1.5579, -2.4846, -2.4664)
O (0.0018, 1.4856, 2.4568)
C (-3.7809, -3.1109, -1.1444)
H (-2.4770, 2.2600, -2.0736)
H (1.1593, -1.5571, 2.2348)
H (-1.1595, -0.7075, 0.5729)
H (0.3727, 4.3669, 0.2443)
H (-0.6155, -2.2383, 0.7946)
H (2.6330, 3.7840, 0.8764)
H (-0.2333, 3.0222, 2.7668)
H (-1.4790, 2.7310, 0.6252)
H (-0.5884, -0.5161, -1.3262)
H (-3.6248, -3.5066, -2.1479)
C (-0.4217, -1.5372, -0.9832)
H (0.4827, 0.8349, 2.9683)
N (0.0328, 3.8384, 2.2345)
C (0.4474, 3.4892, 0.8863)
H (1.6936, 0.6127, -2.4454)
H (0.8981, 0.9500, -1.2023)